Record 1
{
  "formula": "C6H6N2O4S2",
  "method": "the ωB97M-V functional and the def2-TZVPD basis",
  "lumo_ev": [0.194, -2.464],
  "de_lowest_ev": 0.000,
  "gap_ha": [0.32196, 0.24344],
  "spin_multiplicity": 3,
  "elements": ["C", "C", "C", "C", "C", "C", "N", "N", "O", "O", "O", "O", "S", "S", "H", "H", "H", "H", "H", "H"],
  "coordinates": [[0.585067, -1.143609, -0.893562], [-0.789158, -1.249190, -1.030619], [1.171092, 0.094566, -0.689505], [-1.580263, -0.119310, -0.949129], [0.397621, 1.234569, -0.606207], [-0.985651, 1.111644, -0.703251], [-1.957804, 3.160122, 0.081393], [-1.815309, 2.227171, -0.619857], [-0.449228, 1.514961, 2.329256], [0.390357, 1.095340, 4.678680], [1.046189, 3.296676, 1.552683], [-1.700738, 3.720304, 1.117031], [-0.034425, 2.929060, 2.439096], [1.134543, 2.514856, 4.552829], [1.200656, -2.030015, -0.937521], [-1.249769, -2.208636, -1.200918], [2.240970, 0.181684, -0.574508], [-2.654580, -0.180540, -1.026396], [0.854659, 2.194472, -0.423640], [-0.009242, 0.883713, 3.781147]],
  "forces_ev_per_a": [[0.068, -0.131, 0.019], [0.036, 0.048, -0.009], [0.087, -0.007, -0.036], [-0.071, 0.215, 0.138], [-0.240, 0.022, -0.025], [1.119, -0.832, 0.287], [-1.209, 0.655, -1.010], [-0.754, -0.017, -0.882], [0.064, 0.289, 0.116], [0.557, 0.395, 0.318], [-0.008, 0.037, 0.063], [0.268, 0.337, 0.678], [0.184, 0.019, -0.210], [-0.013, -1.052, 0.788], [0.043, -0.057, -0.042], [-0.047, -0.134, -0.006], [0.098, -0.028, -0.031], [-0.102, 0.003, -0.073], [-0.040, 0.025, -0.017], [-0.041, 0.212, -0.067]]
}

Record 2
{
  "formula": "C26H22F3I2IrN5OS",
  "method": "the ωB97M-V functional and the def2-TZVPD basis",
  "total_charge": 2,
  "lumo_ev": [-5.978, -9.047],
  "de_lowest_ev": 1.310,
  "gap_ha": [0.26029, 0.17973],
  "spin_multiplicity": 6,
  "elements": ["Ir", "F", "C", "F", "F", "C", "C", "C", "C", "N", "C", "S", "H", "H", "H", "C", "C", "O", "N", "C", "C", "C", "C", "C", "C", "N", "H", "H", "H", "H", "H", "H", "H", "H", "H", "H", "C", "C", "C", "C", "C", "C", "N", "N", "C", "C", "C", "C", "C", "C", "H", "H", "H", "H", "H", "H", "H", "H", "H", "I", "I"],
  "coordinates": [[0.080568, 0.215709, 0.143154], [3.475364, -3.803448, -0.332191], [4.353083, -3.032989, 0.311458], [5.364213, -2.751274, -0.516561], [4.837138, -3.721118, 1.349243], [3.742467, -1.733206, 0.818794], [4.497574, -0.992387, 1.724862], [4.005610, 0.197772, 2.212543], [2.742255, 0.634165, 1.813592], [2.017459, -0.061625, 0.951830], [2.506960, -1.226306, 0.432147], [1.424461, -1.850224, -0.740943], [5.467762, -1.356984, 2.037509], [4.579641, 0.798674, 2.903422], [2.313116, 1.548894, 2.192453], [-1.779989, 4.332435, -1.019414], [-1.805887, 2.920613, -0.524109], [-0.765619, 2.236456, -0.551703], [-2.972293, 2.429227, -0.091886], [-3.145455, 1.044274, 0.341675], [-2.952995, 0.099927, -0.814427], [-4.035067, -0.316088, -1.571314], [-3.827728, -1.075293, -2.709786], [-2.527685, -1.379644, -3.074866], [-1.498586, -0.949839, -2.263359], [-1.693881, -0.249613, -1.137317], [-0.838068, 4.792243, -0.730844], [-2.612300, 4.922468, -0.641045], [-1.825052, 4.317070, -2.109607], [-3.781840, 3.024395, -0.152326], [-4.145319, 0.948956, 0.758015], [-2.438852, 0.830107, 1.137409], [-5.034514, -0.034576, -1.267299], [-4.664451, -1.408506, -3.309279], [-2.306135, -1.943635, -3.969624], [-0.471565, -1.166299, -2.528266], [-2.925911, -5.070613, 0.947667], [-2.106464, -4.528638, -0.028231], [-1.477489, -3.311362, 0.201408], [-1.661231, -2.652472, 1.404197], [-2.491349, -3.185264, 2.383160], [-3.117934, -4.397455, 2.149449], [-0.992359, -1.364558, 1.607809], [-1.090360, -0.940945, 2.771498], [-0.622652, 0.386232, 2.954185], [-0.701175, 0.907824, 4.240192], [-0.346769, 2.228788, 4.461428], [0.065610, 3.013944, 3.390951], [0.143681, 2.490312, 2.102421], [-0.195968, 1.159302, 1.874033], [-3.420787, -6.016737, 0.773661], [-1.952857, -5.045502, -0.965949], [-0.853607, -2.886998, -0.567329], [-2.642905, -2.660732, 3.314781], [-3.760615, -4.818740, 2.910320], [-1.051130, 0.271098, 5.042645], [-0.405481, 2.645943, 5.456845], [0.328349, 4.051173, 3.557446], [0.470958, 3.114797, 1.281960], [1.970712, 0.877313, -2.735572], [3.287708, 2.091836, -5.062358]],
  "forces_ev_per_a": [[0.231, -1.046, -0.082], [0.110, 0.034, 0.062], [-0.054, 0.081, 0.018], [-0.084, -0.068, 0.029], [-0.016, 0.021, -0.121], [0.065, -0.004, 0.076], [0.040, -0.096, -0.024], [-0.096, 0.127, 0.005], [0.122, -0.087, 0.044], [0.111, -0.039, 0.048], [-0.002, 0.206, -0.013], [-0.094, 0.087, -0.231], [-0.007, -0.010, -0.005], [-0.009, -0.006, 0.003], [0.005, 0.008, 0.017], [-0.037, 0.015, 0.008], [0.097, -0.168, -0.063], [-0.127, 0.312, -0.230], [0.061, 0.017, 0.016], [0.006, 0.063, -0.005], [0.065, -0.051, -0.014], [-0.020, 0.007, 0.023], [-0.027, -0.027, -0.040], [-0.030, 0.002, 0.006], [0.096, -0.007, 0.046], [-0.190, 0.197, 0.053], [-0.004, 0.012, 0.000], [0.000, 0.005, -0.009], [0.009, 0.001, 0.003], [-0.032, 0.005, 0.058], [-0.025, -0.007, -0.063], [-0.007, -0.009, 0.050], [0.007, -0.004, -0.004], [0.006, 0.000, 0.009], [0.008, 0.006, 0.006], [-0.002, 0.000, 0.006], [-0.050, -0.065, 0.013], [0.058, 0.134, 0.032], [-0.053, -0.165, -0.152], [0.450, 0.644, -0.049], [-0.127, -0.136, 0.122], [0.043, 0.069, -0.009], [-0.545, -0.587, 0.238], [0.355, 0.699, -0.177], [-0.265, -0.679, 0.102], [0.015, 0.163, 0.124], [-0.034, -0.139, -0.016], [0.020, 0.057, -0.048], [-0.062, -0.113, 0.171], [-0.077, 0.453, 0.000], [0.007, 0.003, 0.009], [-0.003, -0.004, 0.010], [0.020, 0.035, -0.020], [0.011, -0.002, -0.015], [-0.002, -0.003, -0.006], [0.010, 0.006, -0.014], [0.009, 0.016, -0.005], [-0.001, -0.008, -0.005], [0.021, 0.016, 0.020], [-0.309, -0.201, 0.542], [0.334, 0.228, -0.548]]
}

Record 3
{
  "formula": "C8H28CoN9O6",
  "method": "the ωB97M-V functional and the def2-TZVPD basis",
  "total_charge": 1,
  "lumo_ev": [-3.596, -4.433],
  "de_lowest_ev": 0.269,
  "gap_ha": [0.31627, 0.28550],
  "spin_multiplicity": 4,
  "elements": ["Co", "O", "H", "C", "C", "C", "O", "C", "N", "H", "H", "H", "H", "H", "H", "H", "H", "H", "H", "H", "C", "O", "N", "N", "H", "H", "H", "H", "C", "O", "N", "N", "H", "H", "H", "H", "C", "O", "N", "N", "H", "H", "H", "H", "C", "O", "N", "N", "H", "H", "H", "H"],
  "coordinates": [[20.279581, -12.990742, 19.210076], [21.555989, -13.960324, 18.110573], [21.115426, -14.792336, 17.900031], [16.873664, -14.777803, 17.168331], [17.903356, -14.524082, 18.266118], [18.746790, -15.737106, 18.543551], [19.692611, -15.555062, 19.576701], [20.347884, -16.779119, 19.910510], [18.692134, -13.366673, 17.829776], [17.157582, -14.627086, 16.126011], [16.040728, -14.079911, 17.282252], [16.440019, -15.768587, 17.311262], [17.463508, -14.179167, 19.205174], [18.960674, -16.343686, 17.654014], [18.028657, -16.460392, 18.956479], [20.759652, -17.203337, 18.989957], [19.638964, -17.477221, 20.354920], [21.241344, -16.605794, 20.506186], [18.034622, -12.635765, 17.559794], [18.953866, -13.619350, 16.873321], [21.402438, -13.338385, 14.709664], [21.609413, -13.349526, 13.504000], [21.917298, -12.467620, 15.594991], [20.811192, -14.357856, 15.358644], [22.232359, -11.557232, 15.311224], [21.898046, -12.814380, 16.547208], [20.782144, -14.500905, 16.351985], [20.258350, -14.939077, 14.746875], [24.195023, -16.464179, 16.953209], [25.101388, -17.278971, 16.971145], [23.300000, -16.287856, 17.982647], [23.800855, -15.637732, 15.929970], [23.558901, -16.814512, 18.803507], [22.621490, -15.544314, 18.039615], [24.445964, -15.366469, 15.203702], [23.204195, -14.919573, 16.292620], [24.597854, -11.832619, 19.166547], [23.669141, -11.204469, 19.640219], [24.439942, -12.824239, 18.269152], [25.924025, -11.643040, 19.444585], [25.243936, -13.321616, 17.931618], [23.485609, -13.056514, 18.045323], [26.670218, -12.281074, 19.234277], [26.170678, -10.972048, 20.154187], [22.104844, -14.030403, 21.387043], [21.416777, -13.124849, 20.892052], [21.964499, -14.442127, 22.653381], [23.150852, -14.619316, 20.786966], [22.476429, -15.229883, 23.002344], [21.308427, -13.900576, 23.193593], [23.774667, -15.234186, 21.279231], [23.471971, -14.376441, 19.860742]],
  "forces_ev_per_a": [[1.382, -1.522, -0.200], [-0.294, 0.429, 0.151], [-0.072, 0.061, 0.477], [-1.320, -0.308, 0.818], [-0.149, 0.602, -0.319], [-1.992, -1.666, 1.013], [0.450, 0.898, -0.625], [0.410, -0.198, -0.891], [0.528, 0.913, -0.498], [0.745, -0.320, 0.154], [-0.023, 0.003, 0.206], [-0.030, -0.032, -0.322], [-0.410, -0.471, -0.036], [1.427, 0.673, -0.318], [-0.390, 0.103, 0.159], [-0.212, -0.275, -0.069], [0.108, 0.017, 0.201], [-0.440, 0.330, 0.452], [-0.123, 0.329, 0.715], [1.135, 0.109, 0.094], [1.999, 0.061, -1.375], [-0.974, 0.489, 0.587], [0.159, 0.879, 0.719], [-2.218, -2.047, -0.479], [0.297, -0.181, 0.085], [0.082, 0.884, 0.012], [0.086, 0.458, -0.496], [0.332, -0.384, 0.218], [-0.049, -0.210, -0.541], [-0.563, 0.778, -0.020], [0.431, -1.180, 1.361], [0.601, 0.060, -0.254], [-0.353, 0.139, 0.008], [0.576, -0.051, 0.136], [-0.013, -0.203, 0.055], [-0.111, 0.497, -0.692], [0.928, -0.027, 0.144], [-0.064, 0.146, 0.102], [-0.683, -0.691, -0.306], [0.418, 1.045, 1.035], [-0.326, -0.177, -0.349], [0.206, -0.336, -0.326], [-0.302, -0.207, -0.291], [-0.261, 0.061, -0.066], [1.920, -0.694, 0.417], [-1.411, 0.594, -0.660], [-1.226, 0.725, 0.079], [0.270, -0.168, -1.189], [-0.087, 0.147, 0.358], [0.078, -0.472, 0.392], [-0.112, 0.098, 0.256], [-0.361, 0.294, -0.079]]
}